1.
Here is a cluster of 11 separate species, C12H46N6O11 in total in a non-equilibrium geometry from the Open Molecules 2025 dataset. Energies are from ωB97M-V with the def2-TZVPD basis set.

The total charge is 0. The HOMO-LUMO gap is 8.12 eV. Its strongest force on any atom is 8.75 eV Å⁻¹. Its HOMO energy is -8.40 eV. Its total energy is -44648.498 eV. Its relative energy (zero: lowest compared OMol25 entry of this formula, charge and spin) is 190.18 kcal per mole. Its SMILES is NC(N)=O.NC(N)=O.NC(N)=O.CCO.CO.CO.CO.CO.CO.CO.CO.

Each line ends with the Mulliken charge.
Cartesian coordinates (Å):
C: -3.1247 21.5945 12.9213  -0.55
C: -2.0047 22.4996 12.4111  -0.48
O: -1.2721 21.7691 11.4017  -0.49
H: -3.4730 21.9893 13.8882  0.38
H: -2.7029 20.6626 13.1096  -0.21
H: -3.9012 21.3947 12.2013  0.33
H: -1.3463 22.7559 13.2903  0.23
H: -2.4345 23.4058 12.0388  0.49
H: -1.8124 21.8358 10.6019  0.31
C: 0.9260 15.2994 14.3688  0.40
O: 1.7183 16.1471 13.6073  -0.50
N: 1.3191 14.8783 15.5731  -0.43
N: -0.2486 14.8034 14.0615  -0.38
H: 2.2181 15.3069 15.8159  0.24
H: 0.7846 14.4419 16.3709  0.21
H: -0.6470 15.2722 13.2282  0.33
H: -0.8520 14.5559 14.8346  0.25
C: 0.8389 19.9746 13.3591  -1.35
O: 0.5455 21.0308 14.2014  -0.79
N: 0.3287 19.9091 12.1567  1.59
N: 1.4749 18.9166 13.6384  2.18
H: -0.3674 20.6940 11.9666  -0.40
H: 0.2972 19.0356 11.6386  0.06
H: 1.6609 18.7945 14.6596  -0.36
H: 1.3284 18.0135 13.1523  -0.23
C: -0.8015 16.5307 11.1189  -0.39
O: 0.2965 17.3987 11.1225  -0.56
N: -1.2631 15.9802 10.0097  -0.43
N: -1.5227 16.2610 12.1414  -0.25
H: -0.7454 16.1094 9.1053  0.31
H: -2.0085 15.2935 9.9284  0.24
H: -1.5396 16.8744 13.0061  0.28
H: -2.5310 15.9781 12.0226  0.34
C: 2.3669 20.3387 8.9612  -0.55
O: 1.0845 20.8283 9.3809  -0.51
H: 2.3538 20.1811 7.8766  0.36
H: 2.7273 19.4207 9.4817  0.09
H: 3.1827 21.0954 9.0463  0.27
H: 0.9466 20.6902 10.2921  0.27
C: 3.7105 17.8664 11.6531  -0.66
O: 3.6567 19.2384 12.0598  -0.64
H: 3.9155 17.2443 12.4969  0.20
H: 4.4989 17.6881 10.9068  0.39
H: 2.7752 17.5186 11.1991  0.00
H: 2.8653 19.3471 12.5798  0.47
C: 1.3552 19.4547 17.1931  -0.77
O: 1.9198 18.4603 16.3546  -0.57
H: 2.1583 19.8467 17.8281  0.36
H: 0.6563 19.0027 17.9000  0.28
H: 0.9487 20.2473 16.6155  0.27
H: 2.3892 17.8096 16.9360  0.26
C: 2.7618 22.3298 11.7061  -0.18
O: 3.1195 22.0623 13.0381  -0.64
H: 3.2225 23.1686 11.2256  0.42
H: 1.6679 22.3841 11.5534  0.01
H: 3.1512 21.4639 11.2109  -0.05
H: 2.4329 21.4518 13.3715  0.43
C: -1.4264 18.5297 15.3204  -0.47
O: -2.1424 18.0080 14.2188  -0.66
H: -1.1559 19.5759 15.1759  0.15
H: -0.5393 17.9401 15.5657  -0.02
H: -2.1257 18.4718 16.1187  0.57
H: -3.0519 18.3422 14.2785  0.28
C: -2.5113 19.0419 10.4866  0.22
O: -3.0991 17.9186 9.8872  -0.67
H: -3.2490 19.7935 10.6180  0.29
H: -1.6523 19.3757 9.8583  0.19
H: -2.1094 18.7900 11.3955  -0.33
H: -2.5198 17.1735 10.1108  0.53
C: 4.6687 17.9766 15.0717  -0.44
O: 5.7829 17.4968 14.4520  -0.62
H: 4.0087 17.1809 15.1142  0.20
H: 4.2359 18.6952 14.4451  0.17
H: 4.7487 18.3746 16.0982  0.30
H: 5.6618 17.7011 13.5128  0.43

---

2.
Here is a structure of composition C12H47BN17O9V in a non-equilibrium geometry from the Open Molecules 2025 dataset. Energies are from ωB97M-V with the def2-TZVPD basis set.

The total charge is +1. The HOMO-LUMO gap (spin up / spin down) is 8.05 / 7.91 eV. Its strongest force on any atom is 2.20 eV Å⁻¹. Its HOMO energy (spin up / spin down) is -11.31 / -11.32 eV. Its total energy is -83332.017 eV. Its spin multiplicity is 4.

Each line ends with the Mulliken spin population.
Cartesian coordinates (Å):
V: -2.2366 -2.4613 0.0572  2.98
B: -0.1169 -1.4849 -0.0761  -0.07
H: -0.8515 -1.5906 -0.9820  -0.02
H: 0.3394 -2.5755 0.1246  0.02
H: 0.6807 -0.6724 -0.3748  0.00
H: -0.7583 -1.1089 0.8303  0.04
C: 5.6490 -0.1826 -1.4168  0.00
C: 4.4181 0.6995 -1.2627  0.00
C: 4.0363 1.2595 -2.6255  0.00
O: 2.9005 2.1047 -2.4909  0.00
C: 2.6051 2.8110 -3.6854  0.00
N: 3.3074 -0.0696 -0.6465  0.00
H: 5.8367 -0.8779 -0.6050  0.00
H: 6.5183 0.4700 -1.5415  0.00
H: 5.5804 -0.7571 -2.3449  0.00
H: 4.6301 1.5948 -0.6718  0.00
H: 3.9528 0.5117 -3.4270  0.00
H: 4.8690 1.8977 -2.9688  0.00
H: 2.6696 3.8850 -3.4547  0.00
H: 1.5859 2.6162 -3.9896  0.00
H: 3.3527 2.7237 -4.4755  0.00
H: 2.7333 -0.4017 -1.4222  0.00
H: 2.6935 0.6071 -0.2009  0.00
C: -3.9180 0.2847 1.0281  0.01
O: -3.2998 -0.7283 0.6699  -0.03
N: -4.6879 0.9870 0.1629  0.00
N: -4.0067 0.6527 2.3345  0.00
H: -4.5514 0.7674 -0.8164  0.00
H: -5.0141 1.9298 0.2818  0.00
H: -3.3337 0.2226 2.9453  0.00
H: -4.6071 1.3879 2.6551  0.00
C: -0.5972 1.0397 5.0422  0.00
O: -0.9868 1.9272 5.7673  0.00
N: -0.8519 1.0111 3.6884  0.00
N: -0.0935 -0.1208 5.5909  0.00
H: -0.9058 1.8603 3.1535  0.00
H: -0.8910 0.1224 3.2245  0.01
H: 0.5866 -0.7394 5.1743  0.00
H: -0.1722 -0.1350 6.5925  0.00
C: 2.2572 -2.1286 3.0824  0.00
O: 2.6125 -2.0374 4.2471  0.00
N: 2.7344 -3.0570 2.2004  0.00
N: 1.3191 -1.2658 2.5785  0.00
H: 2.5394 -2.9422 1.2184  0.00
H: 3.1002 -3.9364 2.5119  0.00
H: 0.9965 -0.5451 3.1953  0.00
H: 0.9654 -1.3039 1.6317  0.02
C: 1.0843 3.4623 0.9930  0.00
O: 0.0745 3.9753 0.5142  0.00
N: 1.3518 2.1303 0.8666  0.00
N: 2.0377 4.1978 1.6315  0.00
H: 0.6167 1.4990 0.6144  0.00
H: 2.1946 1.7093 1.2144  0.00
H: 1.8814 5.1866 1.6885  0.00
H: 2.9213 3.7675 1.8294  0.00
C: -3.5507 -1.7843 -3.0042  0.00
O: -3.1155 -1.6813 -1.8334  0.01
N: -3.9664 -2.9664 -3.5408  0.00
N: -3.5005 -0.7097 -3.8484  0.00
H: -4.2588 -3.0227 -4.4981  0.00
H: -3.9215 -3.7646 -2.9376  0.00
H: -3.9738 -0.8342 -4.7266  0.00
H: -3.4381 0.1932 -3.3733  0.00
C: 0.8236 -0.6619 -4.3323  0.00
O: 1.4606 -0.9489 -5.3301  0.00
N: 0.8294 -1.4822 -3.2175  0.00
N: 0.1622 0.5261 -4.1812  0.00
H: 0.3404 -1.2269 -2.3756  0.00
H: 1.0999 -2.4337 -3.3850  0.00
H: -0.3083 0.7906 -3.3261  0.00
H: 0.4654 1.2172 -4.8416  0.00
C: -2.3854 2.0549 -1.8529  0.00
O: -3.2900 1.6559 -2.5815  0.00
N: -1.2150 1.3158 -1.6675  0.00
N: -2.4000 3.2292 -1.1848  0.00
H: -1.4582 0.3404 -1.5549  0.00
H: -0.4910 1.7012 -1.0831  0.00
H: -3.1663 3.8786 -1.2250  0.00
H: -1.6147 3.5920 -0.6542  0.00
C: -1.9446 -3.2211 3.3794  0.01
O: -2.1530 -2.9200 2.1908  0.01
N: -0.6907 -3.4729 3.8221  0.00
N: -2.9554 -3.3250 4.2807  0.00
H: -0.5788 -3.8960 4.7236  0.00
H: 0.0473 -3.2350 3.1806  0.00
H: -3.8441 -3.5614 3.8728  0.00
H: -2.7597 -3.5263 5.2439  0.00

---

3.
Here is a cluster of 10 separate species, C12H47N3O10 in total in a non-equilibrium geometry from the Open Molecules 2025 dataset. Energies are from ωB97M-V with the def2-TZVPD basis set.

The total charge is 0. The HOMO-LUMO gap is 9.34 eV. Its strongest force on any atom is 2.92 eV Å⁻¹. Its HOMO energy is -8.96 eV. Its total energy is -38150.042 eV. Its relative energy (zero: lowest compared OMol25 entry of this formula, charge and spin) is 31.96 kcal per mole. Its SMILES is COC[C@H](C)N.COC[C@H](C)N.COC[C@H](C)N.O.O.O.O.O.O.O.

Each line ends with the Mulliken charge.
Cartesian coordinates (Å):
C: -2.7475 -2.4613 -0.7684  -1.52
C: -2.2973 -1.7548 0.5406  1.76
C: -3.1279 -0.5004 1.1244  -0.71
O: -3.4668 0.4301 0.0747  -0.40
C: -4.4714 1.2900 0.5754  -0.83
N: -2.2889 -2.8329 1.4461  -0.66
H: -2.8705 -1.8374 -1.6559  0.26
H: -3.6619 -3.0508 -0.7091  0.36
H: -1.9009 -3.1025 -1.0128  0.40
H: -1.2617 -1.4220 0.4663  -0.66
H: -2.5469 0.0771 1.8445  0.16
H: -4.0249 -0.8603 1.6312  0.52
H: -4.5874 2.1622 -0.0667  0.28
H: -4.1218 1.5866 1.5664  0.35
H: -5.4379 0.8082 0.7313  0.27
H: -3.1398 -3.0760 1.9339  0.25
H: -1.5977 -2.7300 2.1768  0.17
C: 1.6814 0.2268 -3.4921  -1.03
C: 1.8983 0.1167 -5.0447  0.69
C: 1.4600 1.3565 -5.7733  -0.68
O: 1.2357 1.1060 -7.1908  -0.30
C: 0.7522 2.0917 -8.0568  -0.72
N: 3.3564 -0.0828 -5.2501  -0.72
H: 2.0110 -0.7099 -3.0424  0.38
H: 0.6483 0.5106 -3.2985  0.01
H: 2.3919 0.9472 -3.0865  0.32
H: 1.3044 -0.7459 -5.3527  0.21
H: 2.2097 2.1335 -5.6205  0.34
H: 0.5089 1.6068 -5.2988  0.29
H: 0.3691 1.5640 -8.9289  0.23
H: 1.4713 2.8733 -8.3089  0.28
H: -0.0508 2.6382 -7.5564  0.29
H: 3.8126 -0.8020 -4.7064  0.22
H: 3.5314 -0.3187 -6.2177  0.21
C: 1.4017 -0.9556 4.8214  -1.45
C: -0.0712 -1.1962 4.4013  0.25
C: -1.0493 -0.3474 5.2246  -0.58
O: -1.1230 -0.8895 6.5653  -0.35
C: -2.2426 -0.2329 7.2189  -0.71
N: -0.2408 -0.7795 3.0231  -0.02
H: 1.4859 -1.4471 5.7922  0.43
H: 1.6447 0.1010 4.9292  0.31
H: 2.0708 -1.4682 4.1308  0.37
H: -0.3484 -2.2492 4.3388  0.25
H: -2.0310 -0.3186 4.7514  0.35
H: -0.5615 0.6260 5.3039  0.32
H: -3.1410 -0.3826 6.6195  0.30
H: -2.0024 0.8020 7.4637  0.28
H: -2.4435 -0.7400 8.1629  0.28
H: 0.4559 -1.0841 2.3567  -0.11
H: -0.1521 0.2256 2.9370  0.18
O: 4.4680 -1.3623 1.3860  -0.66
H: 4.7335 -0.7401 2.0650  0.29
H: 4.0471 -0.8203 0.7125  0.36
O: 1.6514 -2.0899 0.4213  -0.58
H: 1.1703 -2.8241 0.8078  0.23
H: 2.5654 -2.2356 0.6817  0.27
O: 3.6411 0.5014 -0.6511  -0.71
H: 4.0216 1.3801 -0.6986  0.34
H: 2.7156 0.6476 -0.4230  0.43
O: -1.4242 1.0615 -1.7951  -0.63
H: -1.9035 0.6742 -1.0571  0.29
H: -1.8263 0.6810 -2.5779  0.24
O: 0.7280 2.7699 -1.7254  -0.58
H: 0.0032 2.1433 -1.8071  0.31
H: 0.3026 3.6270 -1.6646  0.28
O: 1.6518 3.0528 1.7644  -0.62
H: 1.3732 2.8741 0.8633  0.32
H: 2.6012 2.9223 1.7526  0.29
O: 1.0520 0.5273 0.3544  -0.43
H: 0.4789 0.7210 -0.3909  0.31
H: 1.2567 -0.4129 0.2681  0.06